No. 1
C4H3N2O as an isolated structure at a distorted geometry. Source: OMol25; level of theory: ωB97M-V with the def2-TZVPD basis set.

LUMO level (spin up / spin down) = -7.260 / -7.260 eV
Energy above the lowest of the compared OMol25 structures with the same formula, charge and spin = 2.620 eV
Charge = +1
Highest occupied orbital energy (spin up / spin down) = -15.918 / -15.918 eV
Total energy = -338.4399 Eh
Kohn-Sham gap (spin up / spin down) = 8.658 / 8.659 eV

Geometry (Å):
C 0.35465 -0.34778 2.36624
C 0.08301 0.97996 -1.00081
C -0.41592 -0.17394 1.26741
C 0.04015 1.19893 1.16523
N 0.36429 1.80571 0.12388
N -0.41203 -0.16660 -0.87188
O 0.51425 1.05572 2.43769
H 0.72587 -1.02254 3.00954
H 0.37020 1.43383 -2.06168
H -0.59523 -0.96255 -1.44984



No. 2
C4H3N3 as an isolated structure. Source: OMol25; level of theory: ωB97M-V with the def2-TZVPD basis set.

LUMO level = -0.441 eV
Energy above the lowest of the compared OMol25 structures with the same formula, charge and spin = 6.969 eV
Highest occupied orbital energy = -10.014 eV
Total energy = -318.2286 Eh
Kohn-Sham gap = 9.573 eV

Geometry (Å):
C -1.29840 1.12940 0.88140
C -0.11446 1.64275 0.88545
C 0.33054 0.47567 0.19047
C -0.08131 -0.86981 0.54257
N 0.22457 -1.69340 -0.55456
N 0.71454 -0.98894 -1.47962
N 0.79763 0.31924 -1.06166
H -1.34455 -0.27378 0.74573
H 0.01591 -1.29183 1.53880
H 1.08700 1.02925 -1.71836



No. 3
One molecule with the formula C4H3N3 at a distorted geometry. Source: OMol25; level of theory: ωB97M-V with the def2-TZVPD basis set.

LUMO level (spin up / spin down) = -0.848 / -0.847 eV
Energy above the lowest of the compared OMol25 structures with the same formula, charge and spin = 6.552 eV
SMILES = [H]/N=C/C=C1\C2=NN21
Highest occupied orbital energy (spin up / spin down) = -8.990 / -8.989 eV
Total energy = -318.2439 Eh
Kohn-Sham gap (spin up / spin down) = 8.142 / 8.142 eV

Geometry (Å):
H 1.75950 1.89355 -0.47205
N 1.01664 1.20888 -0.38410
C 1.30432 0.17397 0.27825
C 0.29296 -0.85456 0.46639
C -0.87550 -0.64729 -0.12458
C -1.44215 0.57210 -0.75746
N -2.66145 0.33888 -0.46343
N -2.13813 -0.97433 -0.43429
H 2.26619 -0.02523 0.76570
H 0.47761 -1.68596 1.12557



No. 4
One molecule with the formula C4H3N3 at a distorted geometry. Source: OMol25; level of theory: ωB97M-V with the def2-TZVPD basis set.

LUMO level = 0.604 eV
Energy above the lowest of the compared OMol25 structures with the same formula, charge and spin = 0.691 eV
SMILES = N#Cc1ncc[nH]1
Highest occupied orbital energy = -9.450 eV
Total energy = -318.4593 Eh
Kohn-Sham gap = 10.054 eV

Geometry (Å):
N 3.06755 0.23414 0.32428
C 2.13821 -0.44841 0.16696
C 0.71754 -0.55343 -0.02002
N -0.22544 -1.45117 0.15657
C -1.39121 -0.74227 0.10740
C -1.14361 0.60644 -0.06450
N 0.19806 0.70170 -0.18295
H -2.34726 -1.24442 0.18679
H -1.73745 1.50665 0.02025
H 0.72360 1.39077 -0.69478



No. 5
C4H3N3 as an isolated structure at a distorted geometry. Source: OMol25; level of theory: ωB97M-V with the def2-TZVPD basis set.

LUMO level = -1.342 eV
Energy above the lowest of the compared OMol25 structures with the same formula, charge and spin = 3.557 eV
Highest occupied orbital energy = -11.441 eV
Total energy = -318.3540 Eh
Kohn-Sham gap = 10.099 eV

Geometry (Å):
C 0.91946 1.46108 0.20054
C 1.16216 -1.17773 -0.06134
C -0.97660 0.13793 -0.17061
C 0.24886 0.32481 0.70404
N 1.59977 2.22137 -0.31843
N 1.81745 -2.08418 -0.23983
N -1.90767 -0.70125 0.01113
H -0.74843 0.77569 -1.00724
H 0.37772 -0.15071 1.66058
H -2.49274 -0.80701 -0.77882



No. 6
One molecule with the formula C4H3N3O at a distorted geometry. Source: OMol25; level of theory: ωB97M-V with the def2-TZVPD basis set.

LUMO level = 0.509 eV
Energy above the lowest of the compared OMol25 structures with the same formula, charge and spin = 3.214 eV
SMILES = N#COn1ccnc1
Highest occupied orbital energy = -9.743 eV
Total energy = -393.6013 Eh
Kohn-Sham gap = 10.252 eV

Geometry (Å):
N 1.86611 -1.66297 2.15190
C 0.84360 -1.30257 1.82850
O -0.38483 -0.87592 1.47060
N -0.32685 -0.09215 0.34835
C 0.19726 -0.40555 -0.91099
C -0.07958 0.70838 -1.64179
N -0.80234 1.58349 -0.94204
C -0.91348 1.13022 0.28752
H 0.66182 -1.25994 -1.12523
H 0.26225 0.75420 -2.64720
H -1.32396 1.42280 1.18039



No. 7
C4H3N3O as an isolated structure at a distorted geometry. Source: OMol25; level of theory: ωB97M-V with the def2-TZVPD basis set.

LUMO level = -1.222 eV
Energy above the lowest of the compared OMol25 structures with the same formula, charge and spin = 4.632 eV
Highest occupied orbital energy = -10.367 eV
Total energy = -393.5492 Eh
Kohn-Sham gap = 9.146 eV

Geometry (Å):
C 2.06205 0.30096 0.37226
C 0.51409 0.17090 0.12094
C -0.17612 -0.86645 0.59882
C -2.00166 0.12661 -0.48208
H 2.51973 -0.02037 1.61529
H 0.13722 -1.83645 1.04071
H -3.17651 0.33743 -0.70105
N -1.51262 -0.98066 0.15975
N -1.23640 1.11183 -1.04981
N 0.12330 0.99092 -0.88894
O 2.74693 0.66527 -0.78587



No. 8
One molecule with the formula C4H3N3O2 at a distorted geometry. Source: OMol25; level of theory: ωB97M-V with the def2-TZVPD basis set.

LUMO level = -2.073 eV
Energy above the lowest of the compared OMol25 structures with the same formula, charge and spin = 0.310 eV
SMILES = [H]/N=C1/N=CN=C1C(=O)O
Highest occupied orbital energy = -10.879 eV
Total energy = -468.9389 Eh
Kohn-Sham gap = 8.806 eV

Geometry (Å):
H 2.09310 0.57744 -1.23902
N 1.75036 -0.34155 -1.52546
C 0.66503 -0.58632 -0.94990
N -0.04882 -1.80585 -1.00052
C -1.07089 -1.72903 -0.20317
N -1.08608 -0.49857 0.60373
C -0.18362 0.21099 0.01030
C 0.20452 1.54882 0.62963
O 0.98630 2.32280 0.07698
O -0.56700 1.82200 1.68751
H -1.70630 -2.57520 -0.06550
H -1.03659 1.05447 1.97543



No. 9
One molecule with the formula C4H3N3O6S at a distorted geometry. Source: OMol25; level of theory: ωB97M-V with the def2-TZVPD basis set.

LUMO level = -1.932 eV
Energy above the lowest of the compared OMol25 structures with the same formula, charge and spin = 0.035 eV
SMILES = O=[N+]([O-])C1=CC([N+](=O)[O-])([N+](=O)[O-])SC1
Highest occupied orbital energy = -10.073 eV
Total energy = -1167.7663 Eh
Kohn-Sham gap = 8.140 eV

Geometry (Å):
O 2.21064 0.72496 -1.98534
N 1.00797 0.63873 -1.78256
O 0.14739 0.97019 -2.62322
C 0.52883 0.24618 -0.49187
C 1.23008 0.05900 0.60551
C 0.49393 -0.40572 1.78111
N 1.05526 -1.30166 2.77536
O 0.26617 -1.99149 3.37628
O 2.23477 -1.14328 3.02513
N 0.18294 0.98158 2.93547
O 0.95819 1.09664 3.79532
O -0.78691 1.55630 2.60051
S -1.15448 -0.84149 1.22275
C -0.85217 -0.19738 -0.44611
H 2.18969 0.32538 0.91460
H -1.39482 0.72659 -0.77522
H -1.16186 -1.01445 -1.17627



No. 10
A 2-piece molecular cluster, C4H3N3S overall at a distorted geometry. Source: OMol25; level of theory: ωB97M-V with the def2-TZVPD basis set.

LUMO level (spin up / spin down) = -3.334 / -3.353 eV
Energy above the lowest of the compared OMol25 structures with the same formula, charge and spin = 5.227 eV
Highest occupied orbital energy (spin up / spin down) = -8.869 / -8.876 eV
Total energy = -716.4764 Eh
Kohn-Sham gap (spin up / spin down) = 5.535 / 5.523 eV

Geometry (Å):
C 3.08667 -0.73664 -0.03261
C -0.60477 -0.07041 -0.89283
C -1.79963 -0.11990 -0.19886
C 0.15527 0.61807 0.03379
N 3.07598 -1.87732 0.25089
N -0.35739 0.94471 1.12233
N -1.60594 0.46207 1.03171
S 3.37840 0.77955 -0.55359
H -0.30400 -0.38931 -1.93584
H -2.74014 -0.45850 -0.48491
H -2.28444 0.84770 1.65992



No. 11
One molecule with the formula C4H3N7S2 at a distorted geometry. Source: OMol25; level of theory: ωB97M-V with the def2-TZVPD basis set.

LUMO level = -0.994 eV
Energy above the lowest of the compared OMol25 structures with the same formula, charge and spin = 2.585 eV
SMILES = c1nnc(/N=N/N=c2\[nH]ncs2)s1
Highest occupied orbital energy = -8.778 eV
Total energy = -1333.7012 Eh
Kohn-Sham gap = 7.783 eV

Geometry (Å):
C 4.57605 0.56458 -0.27122
N 3.73843 1.54929 0.15132
N 2.50960 1.08645 0.47882
C 2.30521 -0.14576 0.42593
N 1.07326 -0.92459 0.62221
N 0.06400 -0.22898 -0.03628
N -1.07988 -0.93921 0.06296
C -2.24492 -0.18624 -0.02796
N -2.47790 1.13134 0.04094
N -3.60490 1.61964 -0.34156
C -4.52530 0.62814 -0.10476
S -3.79514 -1.01824 0.04035
S 3.76416 -0.94268 -0.40732
H 5.65882 0.69751 -0.34519
H -1.77739 1.73432 -0.38612
H -5.61011 0.72093 -0.37799



No. 12
A 2-piece molecular cluster, C4H3NO overall at a distorted geometry. Source: OMol25; level of theory: ωB97M-V with the def2-TZVPD basis set.

LUMO level = -0.801 eV
Energy above the lowest of the compared OMol25 structures with the same formula, charge and spin = 4.877 eV
SMILES = N=C=C=O.C#C
Highest occupied orbital energy = -8.412 eV
Total energy = -283.9939 Eh
Kohn-Sham gap = 7.611 eV

Geometry (Å):
N 0.79049 1.53055 -1.62430
C -0.14253 0.82883 -1.24401
C -0.60782 -0.30808 -0.77500
O -1.38299 -1.17961 -0.62284
H 1.58712 1.07301 -1.67488
C 0.42522 -0.87778 1.44026
C -0.53680 -0.19236 1.67477
H 1.17963 -1.35633 0.94565
H -1.31232 0.48177 1.88033